A 10-piece molecular cluster, C34H57F3O11S5 overall, computed with ωB97M-V/def2-TZVPD.

## Properties
LUMO energy in eV: 0.166
ΔE to the lowest compared entry with this formula, charge and spin in kJ/mol: 129.2
Kohn-Sham gap in eV: 8.918

Geometry (Å):
1 F 5.970 -5.060 4.456
2 C 7.089 -4.616 3.935
3 C 6.933 -3.970 2.751
4 C 8.057 -3.542 2.033
5 C 9.336 -3.706 2.615
6 C 9.456 -4.406 3.828
7 C 8.338 -4.852 4.490
8 H 5.963 -3.793 2.310
9 H 8.086 -2.946 1.132
10 H 10.163 -3.183 2.157
11 H 10.453 -4.406 4.244
12 H 8.457 -5.537 5.317
13 F -5.694 -1.778 -7.069
14 C -7.024 -1.866 -6.880
15 C -7.550 -2.353 -5.665
16 C -8.944 -2.616 -5.660
17 C -9.721 -2.259 -6.725
18 C -9.209 -1.670 -7.862
19 C -7.827 -1.443 -7.907
20 H -6.988 -2.438 -4.747
21 H -9.359 -3.058 -4.767
22 H -10.799 -2.264 -6.663
23 H -9.908 -1.460 -8.658
24 H -7.441 -1.023 -8.824
25 F -0.068 3.297 12.831
26 C 0.432 2.902 11.594
27 C 1.120 3.814 10.759
28 C 1.833 3.386 9.659
29 C 1.661 2.017 9.286
30 C 0.844 1.190 9.989
31 C 0.255 1.575 11.161
32 H 1.192 4.867 10.989
33 H 2.320 4.134 9.051
34 H 2.189 1.615 8.435
35 H 0.760 0.169 9.646
36 H -0.297 0.908 11.806
37 C 0.548 4.323 -9.795
38 S -0.523 4.302 -11.287
39 O -1.552 5.440 -11.301
40 C 0.838 4.912 -12.416
41 H 1.354 5.056 -9.806
42 H 0.904 3.310 -9.608
43 H 0.024 4.359 -8.840
44 H 1.757 5.046 -11.844
45 H 0.607 5.883 -12.854
46 H 0.941 4.200 -13.235
47 C -1.424 6.387 3.464
48 S -0.922 8.217 3.373
49 O -1.549 8.971 4.474
50 C 0.850 7.956 3.699
51 H -2.390 6.244 2.978
52 H -1.586 6.230 4.530
53 H -0.664 5.787 2.964
54 H 0.830 7.486 4.682
55 H 1.485 8.794 3.987
56 H 1.350 7.196 3.099
57 C 9.350 2.698 3.908
58 S 7.662 2.667 3.103
59 O 6.792 3.760 3.761
60 C 8.118 3.380 1.492
61 H 10.212 2.827 3.253
62 H 9.541 1.785 4.472
63 H 9.368 3.538 4.603
64 H 7.163 3.481 0.976
65 H 8.867 2.797 0.956
66 H 8.463 4.383 1.742
67 C 0.539 0.186 0.963
68 S 1.250 0.574 -0.704
69 O 2.600 -0.084 -0.977
70 C -0.078 -0.256 -1.733
71 H -0.503 0.439 1.158
72 H 1.105 0.749 1.705
73 H 0.577 -0.900 1.049
74 H 0.377 -0.458 -2.703
75 H -1.019 0.287 -1.816
76 H -0.285 -1.147 -1.140
77 C 5.059 -8.144 -2.194
78 S 3.604 -8.656 -3.230
79 O 2.917 -9.664 -2.380
80 C 2.667 -7.011 -2.920
81 H 4.669 -7.919 -1.202
82 H 5.771 -7.432 -2.611
83 H 5.615 -9.051 -1.958
84 H 1.702 -7.008 -3.426
85 H 3.243 -6.151 -3.262
86 H 2.577 -6.862 -1.844
87 C -5.789 4.421 -5.041
88 O -5.953 4.386 -3.590
89 C -7.120 4.649 -2.987
90 O -8.143 5.045 -3.514
91 O -6.937 4.475 -1.686
92 C -8.041 4.602 -0.776
93 H -5.650 5.395 -5.509
94 H -6.668 4.007 -5.534
95 H -5.031 3.674 -5.278
96 H -8.395 3.594 -0.559
97 H -8.871 5.227 -1.105
98 H -7.656 5.071 0.129
99 C -6.098 -8.056 1.389
100 O -5.776 -6.765 0.991
101 C -4.608 -6.180 1.630
102 O -4.115 -5.091 1.329
103 O -4.171 -6.794 2.739
104 C -3.038 -6.274 3.512
105 H -6.925 -8.347 0.742
106 H -6.515 -8.155 2.391
107 H -5.317 -8.803 1.244
108 H -2.951 -5.190 3.585
109 H -2.104 -6.633 3.079
110 H -3.006 -6.795 4.469

Atom charges from the Löwdin analysis, given in e for atoms 1 to 2: atom 1 (F): 0.090, atom 2 (C): -0.327

C34H57FeN3O3Si as an isolated structure, computed with ωB97M-V/def2-TZVPD.

## Properties
LUMO energy (alpha / beta) in eV: -1.891 / -2.457
ΔE to the lowest compared entry with this formula, charge and spin in kJ/mol: 81.0
<S²>: 8.767
Net charge: +1
Kohn-Sham gap (alpha / beta) in eV: 7.376 / 8.166
Multiplicity: 6

Geometry (Å):
1 O -1.927 -0.193 -2.369
2 O -0.158 0.412 -3.812
3 C -2.635 -1.484 -2.168
4 C -3.998 -1.607 -2.822
5 H -2.702 -1.627 -1.080
6 H -1.957 -2.239 -2.582
7 H -4.752 -0.923 -2.420
8 H -4.381 -2.611 -2.624
9 H -3.926 -1.510 -3.917
10 C -2.777 0.980 -2.116
11 C -3.009 1.689 -3.410
12 H -2.220 1.570 -1.374
13 H -3.735 0.665 -1.689
14 H -2.071 1.936 -3.916
15 H -3.540 2.626 -3.225
16 H -3.663 1.124 -4.075
17 C 0.553 1.772 -3.790
18 C 0.246 -0.537 -4.909
19 C 0.639 2.264 -2.364
20 H -0.001 2.451 -4.446
21 H 1.556 1.584 -4.234
22 H -0.330 2.250 -1.854
23 H 1.054 3.289 -2.333
24 H 1.306 1.581 -1.810
25 C -0.757 -0.390 -6.026
26 H 0.236 -1.502 -4.402
27 H 1.283 -0.280 -5.146
28 H -1.776 -0.589 -5.677
29 H -0.553 -1.048 -6.877
30 H -0.670 0.636 -6.413
31 H -1.117 0.223 -3.406
32 N -0.988 0.119 2.791
33 C -0.865 0.796 3.957
34 C 0.395 1.123 4.469
35 C 1.619 1.066 3.792
36 C -2.109 1.144 4.719
37 H -2.755 0.266 4.879
38 H -2.705 1.916 4.206
39 H -1.815 1.531 5.701
40 C 2.824 1.719 4.389
41 H 3.088 2.652 3.868
42 H 3.704 1.063 4.383
43 H 2.591 1.970 5.427
44 N 1.775 0.432 2.607
45 C -2.286 -0.045 2.186
46 C -3.024 -1.216 2.449
47 C -2.604 -2.199 3.494
48 C -4.172 -1.466 1.696
49 H -4.672 -2.434 1.803
50 C -4.677 -0.463 0.871
51 H -5.602 -0.646 0.312
52 C -4.043 0.766 0.766
53 H -4.473 1.570 0.171
54 C -2.804 0.982 1.375
55 C -2.055 2.268 1.177
56 C 2.988 0.710 1.855
57 C 4.093 -0.147 1.983
58 C 4.144 -1.231 3.026
59 C 5.201 0.020 1.142
60 H 6.022 -0.685 1.228
61 C 5.245 1.072 0.233
62 H 6.096 1.183 -0.436
63 C 4.210 2.009 0.208
64 H 4.257 2.875 -0.447
65 C 3.099 1.866 1.041
66 C 2.076 2.959 1.059
67 Fe 0.429 -0.821 2.069
68 H -2.242 -3.125 3.037
69 H -3.463 -2.478 4.118
70 H -1.821 -1.816 4.153
71 H -1.067 2.085 0.728
72 H -1.907 2.812 2.122
73 H -2.617 2.920 0.499
74 H 4.685 -2.100 2.641
75 H 3.155 -1.567 3.364
76 H 4.698 -0.887 3.909
77 H 1.917 3.377 2.069
78 H 1.095 2.649 0.661
79 H 2.433 3.781 0.421
80 H 0.416 1.559 5.462
81 C 0.829 -0.705 0.374
82 Si 1.838 -1.805 -0.796
83 H 1.007 0.353 0.111
84 H -0.209 -0.909 0.000
85 C 0.721 -2.898 -1.844
86 C 2.837 -2.885 0.311
87 C 2.766 -0.690 -1.973
88 H 3.841 -0.799 -1.799
89 H 2.543 0.369 -1.834
90 H 2.575 -0.912 -3.026
91 H 0.315 -3.739 -1.266
92 H 1.298 -3.322 -2.678
93 H -0.126 -2.333 -2.255
94 H 2.227 -3.701 0.707
95 H 3.210 -2.300 1.151
96 H 3.685 -3.286 -0.250
97 O -0.836 -4.579 1.032
98 C -0.346 -3.640 1.575
99 N 0.121 -2.662 2.110

Atom charges from the Löwdin analysis, given in e for atoms 1 to 2: atom 1 (O): -0.191, atom 2 (O): -0.131

C34H57N3NdO2Si as an isolated structure, computed with ωB97M-V/def2-TZVPD.

## Properties
LUMO energy (alpha / beta) in eV: -3.266 / -3.240
<S²>: 3.762
Net charge: +1
Kohn-Sham gap (alpha / beta) in eV: 4.786 / 4.855
Multiplicity: 4

Geometry (Å):
1 O 0.409 -2.735 -2.773
2 O -1.037 -2.009 -4.528
3 C 1.728 -2.736 -3.461
4 C 2.744 -3.389 -2.555
5 H 1.948 -1.670 -3.655
6 H 1.583 -3.287 -4.406
7 H 2.857 -2.843 -1.609
8 H 3.692 -3.353 -3.091
9 H 2.500 -4.440 -2.355
10 C -0.267 -4.074 -2.674
11 C -0.213 -4.924 -3.927
12 H -1.301 -3.836 -2.372
13 H 0.275 -4.537 -1.842
14 H -0.617 -4.443 -4.830
15 H -0.840 -5.795 -3.724
16 H 0.795 -5.306 -4.119
17 C -2.515 -1.885 -4.198
18 C -0.449 -1.384 -5.767
19 C -3.229 -3.109 -4.709
20 H -2.840 -0.939 -4.652
21 H -2.518 -1.824 -3.102
22 H -3.134 -3.222 -5.798
23 H -4.286 -2.976 -4.462
24 H -2.871 -4.019 -4.208
25 C -0.910 -2.165 -6.972
26 H 0.630 -1.465 -5.600
27 H -0.765 -0.329 -5.761
28 H -0.721 -3.245 -6.867
29 H -0.325 -1.801 -7.822
30 H -1.971 -1.985 -7.177
31 H -0.400 -2.085 -3.659
32 N 1.647 1.077 0.940
33 C 1.484 2.336 1.340
34 C 0.303 3.123 1.105
35 C -1.015 2.777 0.721
36 C 2.676 3.028 1.957
37 H 3.452 3.151 1.182
38 H 3.061 2.432 2.798
39 H 2.332 4.007 2.311
40 C -2.044 3.869 0.518
41 H -2.836 3.744 1.271
42 H -2.478 3.776 -0.490
43 H -1.563 4.849 0.636
44 N -1.459 1.510 0.486
45 C 2.800 0.306 1.272
46 C 3.820 0.218 0.292
47 C 3.742 0.933 -1.024
48 C 4.977 -0.481 0.607
49 H 5.767 -0.501 -0.136
50 C 5.143 -1.109 1.836
51 H 6.033 -1.635 2.074
52 C 4.155 -1.051 2.797
53 H 4.234 -1.489 3.800
54 C 3.022 -0.319 2.546
55 C 2.126 -0.208 3.710
56 C -2.734 1.070 0.975
57 C -3.781 0.841 0.054
58 C -3.647 1.186 -1.399
59 C -5.003 0.388 0.544
60 H -5.823 0.265 -0.150
61 C -5.191 0.098 1.896
62 H -6.129 -0.253 2.273
63 C -4.168 0.264 2.800
64 H -4.245 0.096 3.879
65 C -2.966 0.831 2.383
66 C -2.076 1.241 3.458
67 Nd -0.160 -0.559 -0.149
68 H 3.739 0.206 -1.843
69 H 4.647 1.541 -1.152
70 H 2.875 1.595 -1.141
71 H 1.678 0.782 3.729
72 H 2.520 -0.300 4.732
73 H 1.525 -1.106 3.725
74 H -4.269 0.502 -1.985
75 H -2.622 1.119 -1.782
76 H -4.015 2.202 -1.606
77 H -1.016 0.690 2.997
78 H -2.083 0.590 4.336
79 H -1.613 2.227 3.504
80 H 0.476 4.203 1.233
81 C 0.329 0.592 -2.164
82 Si 0.418 2.275 -2.949
83 H 1.244 0.147 -1.757
84 H -0.648 0.076 -2.142
85 C 1.705 2.039 -4.277
86 C 1.010 3.724 -1.919
87 C -1.278 2.720 -3.599
88 H -1.781 1.853 -4.043
89 H -1.120 3.477 -4.374
90 H -1.912 3.150 -2.815
91 H 2.594 1.549 -3.863
92 H 1.963 3.043 -4.632
93 H 1.288 1.432 -5.086
94 H 1.839 3.486 -1.247
95 H 0.200 4.156 -1.324
96 H 1.361 4.475 -2.638
97 N -0.348 -0.192 3.335
98 C -0.113 -0.255 2.152

Atom charges from the Löwdin analysis, given in e for atoms 1 to 2: atom 1 (O): -0.255, atom 2 (O): -0.159

A 10-piece molecular cluster, C34H57N3O17 overall, computed with ωB97M-V/def2-TZVPD.

## Properties
LUMO energy in eV: 0.291
SMILES: O=C1CCCO1.O=C1CCCO1.O=C1CCCO1.O=C1CCCO1.O=C1CCCO1.O=C1CCCO1.O=C1CCCO1.CC(N)=O.CC(N)=O.CC(N)=O
ΔE to the lowest compared entry with this formula, charge and spin in kJ/mol: 0.0
Kohn-Sham gap in eV: 9.847

Geometry (Å):
1 O -0.763 4.396 -2.953
2 C -0.943 3.434 -3.627
3 C -0.172 2.945 -4.822
4 C -1.138 1.963 -5.480
5 C -1.886 1.421 -4.273
6 O -1.945 2.553 -3.355
7 H 0.189 3.727 -5.485
8 H 0.751 2.477 -4.445
9 H -1.808 2.525 -6.135
10 H -0.671 1.175 -6.065
11 H -2.887 1.082 -4.501
12 H -1.283 0.673 -3.773
13 O -1.463 -1.729 -3.493
14 C -1.946 -2.294 -4.432
15 C -2.930 -3.435 -4.440
16 C -3.453 -3.474 -5.886
17 C -2.290 -2.754 -6.639
18 O -1.631 -1.937 -5.707
19 H -2.491 -4.379 -4.101
20 H -3.677 -3.235 -3.663
21 H -3.581 -4.484 -6.246
22 H -4.395 -2.927 -5.873
23 H -1.630 -3.549 -6.988
24 H -2.639 -2.181 -7.487
25 O 4.669 -5.605 2.370
26 C 4.176 -4.727 2.968
27 C 2.810 -4.089 2.807
28 C 2.952 -2.780 3.615
29 C 3.966 -3.201 4.700
30 O 4.839 -4.133 4.009
31 H 2.603 -3.828 1.767
32 H 1.947 -4.663 3.138
33 H 3.398 -1.981 3.031
34 H 2.064 -2.405 4.116
35 H 4.481 -2.275 4.973
36 H 3.532 -3.649 5.594
37 O -5.036 -5.444 -1.530
38 C -4.254 -4.683 -1.063
39 C -4.338 -3.940 0.250
40 C -3.437 -2.727 -0.004
41 C -2.397 -3.319 -0.953
42 O -3.079 -4.378 -1.679
43 H -5.377 -3.722 0.479
44 H -3.974 -4.564 1.068
45 H -3.925 -1.871 -0.482
46 H -3.016 -2.369 0.934
47 H -1.885 -2.651 -1.637
48 H -1.623 -3.821 -0.351
49 O 0.165 6.083 3.554
50 C 0.405 5.519 2.532
51 C 0.201 6.063 1.134
52 C 0.325 4.823 0.213
53 C 1.112 3.815 1.078
54 O 0.830 4.254 2.489
55 H -0.790 6.490 1.032
56 H 0.933 6.843 0.933
57 H -0.628 4.343 0.027
58 H 0.877 5.066 -0.689
59 H 0.720 2.805 1.047
60 H 2.195 3.870 1.024
61 O -4.337 -1.177 2.803
62 C -4.167 -0.183 2.189
63 C -5.279 0.692 1.633
64 C -4.517 1.866 1.006
65 C -3.098 1.297 0.812
66 O -2.966 0.251 1.790
67 H -5.790 0.131 0.853
68 H -5.946 0.963 2.443
69 H -4.964 2.201 0.075
70 H -4.460 2.717 1.681
71 H -2.910 0.826 -0.156
72 H -2.371 2.092 0.926
73 O 3.970 -0.272 0.751
74 C 4.164 0.553 1.649
75 C 5.248 0.569 2.712
76 C 5.262 2.043 3.181
77 C 3.846 2.529 2.845
78 O 3.416 1.673 1.733
79 H 4.925 -0.091 3.511
80 H 6.193 0.296 2.259
81 H 5.330 2.056 4.274
82 H 6.089 2.653 2.831
83 H 3.203 2.292 3.688
84 H 3.707 3.528 2.458
85 C 0.513 0.218 3.710
86 C 1.534 0.574 4.746
87 N 1.197 1.526 5.665
88 O 2.696 0.154 4.619
89 H -0.530 0.443 3.961
90 H 0.502 -0.837 3.458
91 H 0.757 0.758 2.794
92 H 0.284 1.936 5.630
93 H 1.925 1.917 6.229
94 C 0.726 -1.184 0.513
95 C 0.048 0.051 -0.021
96 N -0.292 0.034 -1.328
97 O -0.087 1.056 0.653
98 H 0.818 -2.003 -0.211
99 H 0.164 -1.634 1.331
100 H 1.738 -0.880 0.781
101 H -0.666 0.872 -1.736
102 H -0.261 -0.802 -1.884
103 C 2.126 1.322 -1.969
104 C 2.542 0.076 -2.722
105 N 3.458 -0.723 -2.082
106 O 2.114 -0.158 -3.863
107 H 2.707 1.441 -1.050
108 H 1.097 1.188 -1.639
109 H 2.300 2.199 -2.581
110 H 3.647 -1.624 -2.478
111 H 3.636 -0.566 -1.096

Atom charges from the Löwdin analysis, given in e for atoms 1 to 2: atom 1 (O): 0.122, atom 2 (C): -0.495